(1)
Formula: C4H11N5
Source: the Open Molecules 2025 dataset
Level of theory: the ωB97M-V functional and the def2-TZVPD basis

The value obtained for the relative energy (zero: lowest compared OMol25 entry of this formula, charge and spin) is 109.8 kcal/mol. The value obtained for the gap between HOMO and LUMO is 8.726 eV.

Positions of all 20 atoms, in Å:
N  -1.487  -0.664  0.710
N  0.240  0.656  2.287
N  -1.891  -0.087  -0.387
N  -1.237  -2.010  0.476
N  -2.125  1.266  -0.210
C  0.581  -0.098  -1.363
C  0.236  0.127  1.251
C  2.347  0.856  0.131
C  1.221  -0.160  -0.047
H  1.979  1.864  -0.055
H  1.545  -1.177  0.188
H  2.736  0.830  1.147
H  -1.763  1.623  0.673
H  -3.094  1.484  -0.395
H  -1.196  -2.487  1.367
H  -1.935  -2.420  -0.140
H  0.911  -0.869  -2.050
H  3.147  0.640  -0.578
H  -0.701  -0.270  -1.214
H  0.484  0.895  -1.792

Per-atom natural (NBO) charges, elementary charge units: N -0.03; N -0.43; N -0.09; N -0.64; N -0.66; C -0.63; C 0.22; C -0.59; C -0.25; H 0.21; H 0.23; H 0.23; H 0.38; H 0.38; H 0.38; H 0.37; H 0.23; H 0.21; H 0.26; H 0.22



(2)
Formula: C6H9N
Source: the Open Molecules 2025 dataset
Level of theory: the ωB97M-V functional and the def2-TZVPD basis

The value obtained for the relative energy (zero: lowest compared OMol25 entry of this formula, charge and spin) is 100.8 kcal/mol. The value obtained for the gap between HOMO and LUMO is 10.001 eV.

Positions of all 16 atoms, in Å:
N  1.940  0.128  -0.259
C  -1.325  -0.026  1.052
C  -0.298  -0.382  0.016
C  1.023  -1.114  0.120
C  0.567  0.557  -0.774
C  1.361  1.455  0.036
C  -1.753  -0.615  -0.271
H  1.375  -1.556  1.037
H  -1.528  1.022  1.261
H  -2.205  0.085  -0.978
H  1.749  2.253  -0.595
H  -2.193  -1.607  -0.296
H  -1.426  -0.678  1.921
H  1.095  -1.819  -0.730
H  0.529  0.535  -1.851
H  1.050  1.785  1.027

Per-atom natural (NBO) charges, elementary charge units: N -0.42; C -0.41; C -0.13; C -0.19; C -0.08; C -0.26; C -0.40; H 0.19; H 0.21; H 0.22; H 0.22; H 0.22; H 0.22; H 0.20; H 0.21; H 0.20



(3)
Formula: C11H19CoN2S5
Source: the Open Molecules 2025 dataset
Level of theory: the ωB97M-V functional and the def2-TZVPD basis

The value obtained for the relative energy (zero: lowest compared OMol25 entry of this formula, charge and spin) is 0.3 kcal/mol. The value obtained for the gap between HOMO and LUMO (spin up / spin down) is 5.522 / 5.518 eV.

Positions of all 38 atoms, in Å:
Co  -0.721  1.915  -0.480
S  1.439  1.983  -0.628
S  -1.030  4.021  -0.762
S  -2.529  1.922  -1.792
S  -3.608  4.735  -2.147
S  -0.568  1.744  1.676
N  -0.710  -0.432  -0.692
N  -0.763  -2.926  -0.941
C  -0.548  -2.302  -2.293
C  0.378  -1.015  0.102
C  3.542  1.859  1.189
C  -2.501  3.685  -1.611
C  -0.529  -0.769  -2.103
C  1.166  1.704  2.028
C  1.531  1.631  3.483
C  -1.997  -0.931  -0.200
C  0.369  -2.552  -0.023
C  2.042  1.804  1.027
C  -2.067  -2.466  -0.346
H  1.168  2.514  4.014
H  0.182  -3.060  0.923
H  -2.171  -2.985  0.605
H  0.423  -0.346  -2.425
H  -0.788  -3.937  -1.047
H  1.313  -0.591  -0.260
H  4.027  1.948  0.217
H  0.240  -0.694  1.133
H  -1.322  -0.301  -2.682
H  -2.798  -0.458  -0.764
H  3.935  0.962  1.676
H  1.072  0.763  3.964
H  3.850  2.720  1.786
H  2.610  1.567  3.624
H  1.278  -2.953  -0.469
H  0.392  -2.700  -2.672
H  -1.363  -2.641  -2.931
H  -2.855  -2.795  -1.020
H  -2.090  -0.625  0.842

Per-atom natural (NBO) charges, elementary charge units: Co 0.59; S -0.18; S 0.06; S -0.33; S -0.02; S -0.17; N -0.45; N -0.33; C -0.24; C -0.29; C -0.65; C -0.52; C -0.27; C -0.20; C -0.64; C -0.27; C -0.24; C -0.21; C -0.24; H 0.22; H 0.22; H 0.22; H 0.25; H 0.43; H 0.26; H 0.22; H 0.27; H 0.25; H 0.25; H 0.21; H 0.21; H 0.22; H 0.21; H 0.22; H 0.22; H 0.22; H 0.22; H 0.26



(4)
Formula: C38H63BrI2N3O5S
Source: the Open Molecules 2025 dataset
Level of theory: the ωB97M-V functional and the def2-TZVPD basis

The spin multiplicity is 3. As for the expectation value of S²: 2.008. The charge is +1. The value obtained for the gap between HOMO and LUMO (spin up / spin down) is 5.014 / 6.096 eV.

Positions of all 113 atoms, in Å:
I  5.686  -4.188  0.113
I  3.334  -5.565  2.434
Br  -4.748  -5.786  -2.147
S  1.573  -1.877  5.368
O  0.420  2.280  -2.146
O  -1.807  -7.705  1.236
O  -2.396  -6.277  2.804
O  -1.503  6.972  0.199
O  -2.903  -3.770  -2.134
N  -0.454  6.783  0.917
N  -1.405  -4.839  0.030
N  0.590  1.564  -3.200
C  -0.579  -5.878  -0.222
C  2.748  -4.548  0.659
C  0.441  -3.478  0.703
C  0.118  8.079  1.412
C  -0.363  4.680  -0.351
C  1.358  5.091  1.331
C  -1.966  -5.011  3.343
C  0.954  -2.192  1.290
C  1.123  0.215  -2.842
C  -1.038  9.007  1.757
C  -3.208  -4.195  3.663
C  -1.208  -0.713  -3.329
C  1.879  -0.435  -4.010
C  0.756  -5.754  -0.034
C  -0.602  1.643  -4.115
C  3.637  -4.080  -0.207
C  -1.472  -7.034  2.177
C  -1.897  -2.504  0.689
C  3.247  -3.439  -1.504
C  0.937  7.892  2.703
C  2.014  7.731  -0.263
C  0.990  8.704  0.322
C  1.291  -4.548  0.444
C  -1.699  0.705  -3.611
C  -3.445  -3.070  2.654
C  -2.831  -5.120  -0.159
C  1.319  6.471  -0.778
C  -0.065  -6.983  2.687
C  -1.102  3.081  -4.105
C  1.442  -1.315  3.638
C  -0.927  -3.629  0.451
C  -2.192  -2.310  2.202
C  -0.235  1.304  -5.571
C  1.639  -2.452  2.650
C  0.466  5.782  0.287
C  -0.025  -0.679  -2.365
C  2.127  0.364  -1.706
C  -3.316  -4.690  -1.521
H  -2.116  1.123  -2.688
H  -1.920  3.171  -4.819
H  -2.823  -2.641  0.146
H  -0.930  -1.219  -4.257
H  2.770  7.472  0.483
H  1.643  0.714  -0.795
H  1.285  -3.398  3.058
H  -4.070  -4.856  3.615
H  -1.368  -4.539  2.568
H  2.051  5.754  -1.156
H  1.491  9.580  0.741
H  -1.470  3.382  -3.127
H  -3.170  -3.824  4.682
H  0.748  4.518  2.030
H  -2.510  0.689  -4.341
H  1.953  7.546  2.533
H  0.677  6.742  -1.622
H  2.938  1.051  -1.945
H  -1.021  -6.806  -0.542
H  -1.450  -1.607  0.274
H  1.985  5.762  1.907
H  2.557  -0.614  -1.509
H  0.363  -1.690  -2.193
H  2.549  8.215  -1.082
H  1.289  -0.567  -4.909
H  -0.007  -6.926  3.768
H  2.758  0.157  -4.268
H  -0.998  1.710  -6.233
H  -1.039  4.228  0.379
H  -4.146  -2.356  3.077
H  0.462  -7.844  2.299
H  -2.322  -1.249  2.396
H  -1.625  9.273  0.881
H  0.346  9.065  -0.485
H  1.635  -1.720  0.585
H  -1.313  -2.613  2.768
H  0.423  -6.086  2.299
H  -2.014  -1.304  -2.889
H  3.226  -2.361  -1.383
H  -0.192  0.238  -5.779
H  -0.962  5.046  -1.182
H  0.452  -0.877  3.562
H  2.293  -2.977  5.135
H  2.208  -0.562  3.494
H  2.026  4.399  0.816
H  -1.346  -5.151  4.225
H  1.393  -6.602  -0.222
H  0.294  3.905  -0.733
H  -1.704  8.547  2.488
H  -0.635  9.923  2.187
H  -3.963  -3.482  1.792
H  0.439  7.201  3.383
H  0.132  -1.518  1.463
H  -0.375  -0.304  -1.394
H  0.718  1.755  -5.849
H  -0.311  3.772  -4.399
H  2.288  -3.803  -1.862
H  -2.975  -6.190  -0.049
H  2.218  -1.428  -3.708
H  3.997  -3.642  -2.263
H  1.025  8.852  3.211
H  2.709  -2.578  2.488
H  -3.430  -4.651  0.611

These are the Löwdin partial charges, in e, on atoms 1 to 99: I 0.94; I 0.99; Br 0.84; S 0.72; O -0.04; O 0.10; O 0.02; O -0.02; O 0.07; N -0.10; N 0.05; N -0.07; C -0.01; C -0.72; C -0.09; C -0.49; C -0.05; C -0.03; C -0.16; C -0.10; C -0.48; C -0.04; C -0.13; C -0.16; C -0.01; C 0.01; C -0.48; C -0.82; C -0.52; C -0.08; C -0.14; C -0.03; C -0.17; C -0.13; C -0.23; C -0.12; C -0.17; C -0.13; C -0.13; C 0.00; C -0.03; C -0.55; C -0.09; C -0.14; C -0.03; C -0.29; C -0.49; C -0.14; C -0.04; C -0.81; H 0.13; H 0.09; H 0.11; H 0.11; H 0.10; H 0.08; H 0.06; H 0.13; H 0.09; H 0.12; H 0.13; H 0.07; H 0.12; H 0.09; H 0.13; H 0.06; H 0.13; H 0.10; H 0.15; H 0.11; H 0.05; H 0.04; H 0.11; H 0.11; H 0.06; H 0.10; H 0.10; H 0.09; H 0.09; H 0.12; H 0.10; H 0.13; H 0.08; H 0.13; H 0.12; H 0.10; H 0.01; H 0.10; H 0.06; H 0.06; H 0.08; H 0.06; H -0.16; H 0.07; H 0.09; H 0.13; H 0.15; H 0.06; H 0.09